# C5H8O2

The molecule C5H8O2 (ωB97M-V/def2-TZVPD, the Open Molecules 2025 dataset).

Geometry (Å):
C1 -0.6470 -1.2915 3.1923
C2 -0.6432 -1.2536 1.9890
C3 -0.6638 -1.1899 0.5244
O1 -0.2588 0.1024 0.1397
C4 -0.1339 0.2819 -1.2563
C5 0.6817 1.5514 -1.4291
O2 1.9589 1.4072 -0.8517
H1 -0.6676 -1.3044 4.2634
H2 0.0163 -1.9509 0.1045
H3 -1.6846 -1.4159 0.1674
H4 0.4048 -0.5714 -1.6972
H5 -1.1247 0.3618 -1.7328
H6 0.8237 1.7696 -2.4923
H7 0.1326 2.3930 -0.9785
H8 1.8055 1.1104 0.0572

- Energy relative to the best compared isomer or geometry (same formula, charge and spin): 279.1 kJ/mol
- Structure (SMILES): C#CCOCCO
- HOMO-LUMO gap: 11.09 eV
- DFT total energy: -345.69867 hartree

---

# C13H9Cl2N3OS2

A structure of composition C13H9Cl2N3OS2 at a distorted geometry (ωB97M-V/def2-TZVPD, the Open Molecules 2025 dataset).

Geometry (Å):
S1 -4.6859 -2.8865 -0.0691
C1 -3.8905 -1.4652 -0.5330
N1 -2.7773 -0.8007 -0.0139
C2 -2.7102 0.2339 -0.5901
N2 -3.7464 0.3770 -1.6040
N3 -4.5779 -0.7011 -1.4743
H1 -5.5823 -0.7033 -1.6338
H2 -3.7001 1.1636 -2.3890
C3 -1.7387 1.1840 -0.4083
C4 -0.6054 0.9241 0.5746
C5 0.2443 2.2248 0.5470
C6 -0.1330 3.0784 -0.4783
S2 -1.4718 2.4641 -1.3062
H3 0.5281 3.9687 -0.5716
H4 1.1791 2.0570 1.0048
O1 -0.7047 -0.1323 1.5080
C7 0.6133 -0.6301 2.0659
C8 1.6913 -0.7117 1.1370
C9 3.0727 0.0160 1.2627
C10 4.0090 -0.1926 0.5826
C11 3.8172 -0.9707 -0.7935
C12 2.5247 -1.4530 -0.8432
C13 1.5752 -1.2855 -0.0613
Cl1 0.0117 -2.1070 -0.3260
H5 2.5105 -1.9508 -2.1439
Cl2 5.2627 -1.1303 -1.8097
H6 5.0050 0.0190 0.6901
H7 3.1385 0.6355 2.2062
H8 0.2575 -1.4530 2.6155
H9 0.8834 0.2277 2.8547

- HOMO-LUMO gap: 7.29 eV
- DFT total energy: -2456.71341 hartree

---

# C19H24AuIN2O3PTe

A structure of composition C19H24AuIN2O3PTe (ωB97M-V/def2-TZVPD, the Open Molecules 2025 dataset).

Geometry (Å):
Au1 -0.6546 1.3792 1.2847
I1 -1.3204 1.1613 -1.7935
C1 -3.1023 2.0732 -1.1652
C2 -4.0669 2.1606 -2.1518
C3 -5.2778 2.8000 -1.9077
C4 -5.4978 3.3722 -0.6773
C5 -4.5367 3.2864 0.3339
C6 -4.8061 3.9373 1.5972
C7 -3.9410 3.8593 2.6132
C8 -2.7151 3.1001 2.4652
C9 -2.3297 2.5272 1.2138
C10 -3.3134 2.5907 0.1321
H1 -3.8695 1.7355 -3.1261
H2 -6.0245 2.8579 -2.6896
H3 -6.4230 3.8984 -0.4708
H4 -5.7388 4.4813 1.6939
H5 -4.1467 4.3315 3.5654
H6 -1.9305 3.2995 3.1807
C11 0.1258 -3.2703 3.8864
C12 -0.5405 -2.9238 2.5970
C13 -1.6799 -3.4141 1.9903
C14 -1.8330 -2.6418 0.8171
N1 -0.8523 -1.7602 0.7132
N2 -0.0782 -1.9541 1.7904
C15 -2.9426 -2.6663 -0.1843
H7 -0.4168 -4.0726 4.3842
H8 0.1477 -2.4084 4.5560
H9 1.1552 -3.6001 3.7312
H10 -2.3210 -4.2005 2.3563
H11 0.6583 -1.2567 1.9397
H12 -3.5305 -3.5805 -0.0950
H13 -2.5496 -2.5991 -1.1990
H14 -3.6082 -1.8139 -0.0287
C16 4.0176 3.4807 0.2322
C17 2.6650 2.8116 0.3762
O1 2.2303 2.8882 1.7325
P1 1.9916 1.5237 2.6129
O2 1.2924 0.5057 1.6390
Te1 -3.0287 0.8199 2.9361
O3 3.5940 0.9936 2.4732
C18 3.8783 -0.3453 2.8239
C19 3.5334 -0.6850 4.2681
H15 4.3142 3.5236 -0.8193
H16 4.7697 2.9238 0.7912
H17 3.9792 4.4991 0.6226
H18 2.7112 1.7688 0.0560
H19 1.9110 3.3125 -0.2365
H20 4.9504 -0.4857 2.6628
H21 3.3546 -1.0277 2.1450
H22 4.0029 0.0264 4.9493
H23 3.8915 -1.6893 4.5079
H24 2.4562 -0.6538 4.4400

- Energy relative to the best compared isomer or geometry (same formula, charge and spin): 183.6 kJ/mol
- HOMO-LUMO gap: 5.89 eV
- Net charge: -1
- DFT total energy: -2116.49327 hartree

---

# C4H12

A cluster of 2 separate species, C4H12 in total at a distorted geometry (ωB97M-V/def2-TZVPD, the Open Molecules 2025 dataset).

Geometry (Å):
C1 -1.2167 -1.9805 1.5684
C2 -1.2024 -0.4675 1.7413
H1 -0.9807 -2.5289 2.4874
H2 -2.1779 -2.3416 1.1975
H3 -0.4264 -2.2413 0.8765
H4 -1.3547 -0.0150 0.7527
H5 -0.3553 0.0391 2.1904
H6 -2.1228 -0.1185 2.2335
C3 1.8712 0.8533 -1.8878
C4 0.6092 1.5846 -1.3810
H7 1.9715 0.9584 -2.9679
H8 2.7517 1.1630 -1.3291
H9 1.7759 -0.2110 -1.7104
H10 0.2847 2.3572 -2.0770
H11 0.7518 2.1015 -0.4278
H12 -0.1791 0.8475 -1.2666

- Energy relative to the best compared isomer or geometry (same formula, charge and spin): 26.4 kJ/mol
- Structure (SMILES): CC.CC
- HOMO-LUMO gap: 12.67 eV
- DFT total energy: -159.57493 hartree

---

# C5H8O

The molecule C5H8O at a distorted geometry (ωB97M-V/def2-TZVPD, the Open Molecules 2025 dataset).

Geometry (Å):
C1 1.8035 -0.5150 0.1407
C2 0.5349 0.3503 0.0082
C3 -0.6063 -0.2111 -0.8981
C4 -1.6820 0.3618 0.0415
C5 -0.5929 0.4730 1.0915
O1 -0.6672 0.5157 2.2990
H1 2.4570 -0.1364 0.9294
H2 1.5562 -1.5575 0.3727
H3 2.4144 -0.5470 -0.7825
H4 0.8379 1.3450 -0.3676
H5 -0.6996 0.1383 -1.9218
H6 -0.5933 -1.3078 -0.8559
H7 -2.0294 1.3359 -0.3359
H8 -2.5476 -0.2888 0.1994

- Energy relative to the best compared isomer or geometry (same formula, charge and spin): 95.2 kJ/mol
- Structure (SMILES): C[C@H]1CCC1=O
- HOMO-LUMO gap: 10.45 eV
- DFT total energy: -270.52165 hartree

---

# C3H11ClN2Si

A cluster of 2 separate species, C3H11ClN2Si in total at a distorted geometry (ωB97M-V/def2-TZVPD, the Open Molecules 2025 dataset).

Geometry (Å):
C1 0.8165 1.6970 -1.3229
C2 1.5713 -0.6187 -1.6949
C3 1.2197 -1.0322 1.0485
N1 1.1276 0.5219 -0.8257
N2 0.9496 0.2418 0.4272
Si1 -3.1429 0.3450 1.4241
Cl1 -4.7213 1.6518 1.3309
H1 0.7663 1.8057 -2.3723
H2 0.6805 2.4824 -0.6411
H3 -2.2965 0.4894 2.6050
H4 1.7646 -0.2628 -2.7440
H5 2.4039 -1.0217 -1.1909
H6 0.6471 -1.3601 -1.5723
H7 0.9371 -0.9546 2.0910
H8 0.5927 -1.9595 0.7187
H9 2.2251 -1.4333 0.9536
H10 -3.4256 -1.0335 1.3897
H11 -2.1158 0.4413 0.3755

- Energy relative to the best compared isomer or geometry (same formula, charge and spin): 553.0 kJ/mol
- HOMO-LUMO gap: 8.13 eV
- DFT total energy: -979.98260 hartree

---

# C38H65BrF2N5O3SSi

A cluster of 6 separate species, C38H65BrF2N5O3SSi in total at a distorted geometry (ωB97M-V/def2-TZVPD, the Open Molecules 2025 dataset).

Geometry (Å):
C1 0.3198 -4.0748 7.9468
C2 0.7075 -2.5851 7.7437
O1 -0.4112 -1.7410 7.9939
C3 -1.0765 -1.2878 6.8378
C4 -2.4225 -1.9777 6.5972
O2 -2.3020 -3.3378 6.1753
C5 -2.5596 -3.5195 4.8056
C6 -1.3054 -3.1155 4.0217
O3 -1.2303 -3.8389 2.7351
C7 -0.1460 -3.2683 2.0817
S1 0.9463 -4.6142 1.3842
Br1 2.2005 -5.4542 2.9554
C8 1.9768 -3.7294 0.1159
F1 1.1987 -3.0566 -0.7317
F2 2.6243 -4.7056 -0.5286
C9 3.0354 -2.7688 0.7051
C10 4.1476 -2.5454 -0.3527
Si1 5.1605 -0.9529 -0.1013
C11 5.7211 -0.4119 -1.8288
C12 6.7504 -1.2683 0.8825
C13 4.1898 0.4918 0.6098
C14 2.8255 0.7104 0.4716
C15 2.2436 1.8311 1.0105
C16 2.9717 2.7782 1.6804
C17 4.3293 2.5755 1.8470
C18 4.9058 1.4504 1.3127
H1 1.1026 -4.6143 8.4843
H2 0.1474 -4.5170 6.9624
H3 -0.6036 -4.1051 8.5251
H4 1.4824 -2.2807 8.4527
H5 1.1154 -2.4759 6.7301
H6 -0.4606 -1.2997 5.9301
H7 -1.3324 -0.2328 7.0191
H8 -2.9452 -1.3503 5.8580
H9 -3.0355 -1.9745 7.5018
H10 -2.7672 -4.5701 4.5850
H11 -3.4086 -2.9186 4.4603
H12 -1.2734 -2.0488 3.7697
H13 -0.3988 -3.3799 4.5804
H14 0.4963 -2.6575 2.7209
H15 -0.5097 -2.7306 1.1949
H16 2.5546 -1.8494 1.0506
H17 3.4665 -3.2793 1.5732
H18 4.8445 -3.3819 -0.2561
H19 3.6962 -2.5267 -1.3481
H20 4.8129 -0.1138 -2.3709
H21 6.3533 0.4744 -1.7624
H22 6.1835 -1.2355 -2.3793
H23 7.5580 -0.7360 0.3687
H24 6.9969 -2.3336 0.8148
H25 6.7198 -0.9152 1.9151
H26 2.2207 -0.0157 -0.0682
H27 1.1784 2.0168 0.8970
H28 2.5540 3.6875 2.0951
H29 4.9701 3.2863 2.3543
H30 5.9781 1.3165 1.4342
C19 -4.0606 -3.1171 -0.4943
C20 -4.2857 -1.9475 -1.4443
C21 -3.3651 -0.7620 -1.1415
C22 -3.5919 -0.2639 0.2233
N1 -3.7763 0.1178 1.2968
H31 -4.2873 -2.8444 0.5380
H32 -4.7095 -3.9523 -0.7588
H33 -3.0246 -3.4671 -0.5373
H34 -5.3284 -1.6326 -1.3820
H35 -4.1137 -2.2737 -2.4708
H36 -3.5490 0.0482 -1.8479
H37 -2.3181 -1.0588 -1.2329
C23 -8.2661 -3.7519 -3.4268
C24 -7.7004 -4.1080 -4.7972
C25 -6.2143 -3.7600 -4.9365
C26 -6.0038 -2.3166 -4.7551
N2 -5.8438 -1.1830 -4.6062
H38 -8.2140 -2.6782 -3.2388
H39 -9.3142 -4.0423 -3.3610
H40 -7.7219 -4.2668 -2.6315
H41 -8.2725 -3.5870 -5.5668
H42 -7.8293 -5.1775 -4.9714
H43 -5.8495 -4.0438 -5.9240
H44 -5.6245 -4.2974 -4.1914
C27 -4.7487 1.7424 -5.2284
C28 -3.3130 1.9792 -5.6841
C29 -2.5783 3.0240 -4.8365
C30 -3.2576 4.3250 -4.9098
N3 -3.7942 5.3444 -4.9718
H45 -5.3517 2.6473 -5.3225
H46 -5.2173 0.9744 -5.8375
H47 -4.7821 1.4134 -4.1888
H48 -3.3174 2.2940 -6.7296
H49 -2.7628 1.0364 -5.6355
H50 -1.5542 3.1466 -5.1915
H51 -2.5384 2.7088 -3.7922
C31 0.5720 7.2233 2.2491
C32 1.5762 8.3704 2.2330
C33 2.7608 8.1134 1.2949
C34 3.5001 6.9139 1.7129
N4 4.0824 5.9745 2.0448
H52 1.0238 6.3015 2.6199
H53 -0.2659 7.4607 2.9044
H54 0.1761 7.0339 1.2491
H55 1.9419 8.5395 3.2475
H56 1.0703 9.2845 1.9183
H57 3.4430 8.9637 1.3056
H58 2.4139 7.9720 0.2703
C35 3.0474 2.4462 -4.6456
C36 3.8754 3.7071 -4.4241
C37 5.2284 3.6665 -5.1429
C38 6.0367 2.5403 -4.6549
N5 6.6727 1.6584 -4.2688
H59 3.5487 1.5635 -4.2445
H60 2.0837 2.5311 -4.1414
H61 2.8601 2.2809 -5.7086
H62 4.0335 3.8469 -3.3526
H63 3.3129 4.5720 -4.7804
H64 5.7772 4.5917 -4.9670
H65 5.0879 3.5572 -6.2192

- HOMO-LUMO gap: 5.76 eV
- Net charge: +1
- DFT total energy: -5447.50238 hartree

---

# C48H35Cl44F3N4O4S2

A cluster of 12 separate species, C48H35Cl44F3N4O4S2 in total at a distorted geometry (ωB97M-V/def2-TZVPD, the Open Molecules 2025 dataset).

Geometry (Å):
C1 3.8437 0.2779 0.9259
C2 3.2275 -0.2731 -0.2384
C3 2.2756 -0.8624 -1.4808
C4 3.2394 -1.5588 -2.6091
C5 2.4527 -2.4159 -3.7646
C6 1.0529 -3.1111 -3.2623
C7 1.0371 -4.6355 -2.6360
S1 2.5555 -5.7475 -2.4781
O1 2.1350 -7.1635 -1.9281
O2 3.1987 -6.0472 -3.8881
C8 3.8952 -5.0739 -1.3554
F1 3.2855 -4.0563 -0.4689
F2 4.3664 -6.2239 -0.5179
F3 5.0483 -4.5990 -2.1539
C9 -0.4372 -5.1984 -2.1177
C10 -1.8440 -4.3054 -2.2588
C11 -3.2101 -5.0532 -1.7250
C12 -1.8155 -2.7725 -2.9272
C13 -0.3495 -2.2301 -3.4071
S2 -0.2230 -0.5225 -4.1880
C14 -1.8089 0.3345 -3.6420
C15 -1.8052 1.9957 -3.7408
C16 -0.4975 2.8194 -4.2976
C17 -0.8379 4.2487 -5.0250
C18 0.4704 5.2383 -4.7317
O3 1.3129 5.5710 -5.7278
N1 0.6414 5.7249 -3.2979
C19 1.9552 5.2699 -2.6992
C20 2.5057 6.0858 -1.3786
C21 3.8999 5.7260 -0.5655
C22 4.7770 4.4366 -1.1117
C23 4.2830 3.5775 -2.4584
C24 2.8735 4.0129 -3.2359
C25 -3.2249 2.7402 -3.2796
C26 -4.5312 1.9180 -2.7270
N2 -5.7715 2.7141 -2.3448
C27 -4.4340 0.2545 -2.6609
C28 -5.8066 -0.5110 -2.1447
C29 -6.2765 -0.1011 -0.6284
C30 -5.1972 -0.4779 0.5545
O4 -4.5786 -1.6644 0.4691
N3 -5.0257 0.5328 1.6769
C31 -3.5757 0.9027 1.8952
C32 -3.0476 2.4554 1.6043
C33 -1.4366 2.7666 1.8275
C34 -0.3378 1.6181 2.3154
C35 -0.8635 0.0822 2.6486
C36 -2.4628 -0.2192 2.4214
C37 -3.0601 -0.5806 -3.1231
N4 -3.1459 -2.0808 -3.0506
H1 4.0897 0.7107 2.0083
H2 1.5067 -1.5846 -0.9686
H3 1.6796 0.0852 -1.8816
H4 3.8381 -0.6653 -3.1275
H5 4.0652 -2.2144 -2.0763
H6 3.1774 -3.3145 -4.0629
H7 2.3601 -1.7472 -4.7209
H8 -0.4722 -6.2701 -1.6342
H9 -3.0314 -5.5613 -0.6600
H10 -4.1575 -4.3579 -1.7070
H11 -3.4446 -5.9053 -2.5224
H12 0.2542 3.0472 -3.3992
H13 0.1577 2.1993 -5.0794
H14 -1.8105 4.7812 -4.6514
H15 -0.8810 4.1322 -6.1961
H16 -0.1119 5.2433 -2.7512
H17 1.8606 7.0042 -0.9893
H18 4.1835 6.3770 0.3681
H19 5.7552 4.1735 -0.5016
H20 4.9604 2.6809 -2.7947
H21 2.5488 3.3883 -4.1851
H22 -3.3346 3.9222 -3.3481
H23 -5.7879 3.5368 -3.0136
H24 -5.7356 3.0432 -1.3473
H25 -5.7495 -1.6794 -2.1911
H26 -6.6709 -0.1536 -2.8832
H27 -7.2595 -0.7358 -0.3938
H28 -6.5828 1.0208 -0.4877
H29 -5.5127 0.2428 2.5531
H30 -3.7642 3.3325 1.2525
H31 -1.0148 3.8599 1.6381
H32 0.8181 1.8211 2.4478
H33 -0.1655 -0.8017 3.0066
H34 -2.9059 -1.3062 2.6152
H35 -3.6453 -2.2824 -2.1351
Cl1 0.7780 3.9901 6.4356
C38 -0.2595 4.6687 5.1558
Cl2 -0.1532 3.6461 3.7006
Cl3 -1.9474 4.7194 5.7241
Cl4 0.2848 6.3192 4.7629
Cl5 -2.6738 -1.6108 4.4069
C39 -2.9595 -1.9979 6.1225
Cl6 -3.9602 -0.7220 6.8606
Cl7 -3.8048 -3.5615 6.2457
Cl8 -1.3990 -2.0975 6.9767
Cl9 -0.6870 -7.7875 3.4079
C40 -1.4595 -6.7979 2.1435
Cl10 -2.8407 -7.6876 1.4542
Cl11 -2.0334 -5.2684 2.8544
Cl12 -0.2767 -6.4483 0.8576
Cl13 4.9971 0.4747 4.7270
C41 3.6405 1.5871 5.0385
Cl14 2.3004 0.6914 5.7977
Cl15 4.1784 2.8886 6.1299
Cl16 3.0862 2.2935 3.4995
Cl17 -4.1949 2.4414 -5.5022
C42 -4.7595 2.3585 -7.1900
Cl18 -6.1656 3.4325 -7.3994
Cl19 -3.4492 2.8762 -8.2807
Cl20 -5.2282 0.6838 -7.5779
Cl21 8.7051 6.0414 3.0887
C43 8.1405 5.9585 1.4009
Cl22 6.7344 7.0325 1.1915
Cl23 9.4508 6.4762 0.3102
Cl24 7.6718 4.2838 1.0130
Cl25 7.2795 -5.3742 -0.4973
C44 8.7405 -4.3719 -0.6861
Cl26 9.1426 -4.2280 -2.4159
Cl27 8.4405 -2.7513 -0.0093
Cl28 10.0995 -5.1343 0.1781
Cl29 -6.0942 -1.3726 4.8389
C45 -7.7595 -0.7470 4.9389
Cl30 -8.9044 -2.1112 4.9896
Cl31 -7.9380 0.2333 6.4160
Cl32 -8.1014 0.2626 3.5111
Cl33 -1.4953 4.3585 8.8674
C46 -2.8044 5.0841 9.8340
Cl34 -3.2930 3.9501 11.1184
Cl35 -2.2288 6.6016 10.5691
Cl36 -4.2005 5.4264 8.7811
Cl37 -1.1670 -11.8060 0.2099
C47 -2.2044 -11.1274 -1.0699
Cl38 -2.0982 -12.1500 -2.5250
Cl39 -3.8923 -11.0767 -0.5016
Cl40 -1.6601 -9.4769 -1.4628
Cl41 10.9327 0.6171 4.2177
C48 10.0956 1.4171 2.8635
Cl42 8.7965 2.4573 3.4996
Cl43 11.2587 2.4108 1.9502
Cl44 9.3945 0.1829 1.7864

- Structure (SMILES): C#CCCCc1c(S(=O)(=O)C(F)(F)F)cc(C)c2c1Sc1c(CCC(=O)Nc3ccccc3)cc(N)c(CCC(=O)Nc3ccccc3)c1N2.ClC(Cl)(Cl)Cl.ClC(Cl)(Cl)Cl.ClC(Cl)(Cl)Cl.ClC(Cl)(Cl)Cl.ClC(Cl)(Cl)Cl.ClC(Cl)(Cl)Cl.ClC(Cl)(Cl)Cl.ClC(Cl)(Cl)Cl.ClC(Cl)(Cl)Cl.ClC(Cl)(Cl)Cl.ClC(Cl)(Cl)Cl
- HOMO-LUMO gap: 6.76 eV
- DFT total energy: -23712.60510 hartree